DFT (ωB97M-V/def2-TZVPD) results for a 2-piece molecular cluster, C4H8NO3 overall in a non-equilibrium geometry.

Values from the calculation:
Energy above the lowest of the compared OMol25 structures with the same formula, charge and spin   30.9 kcal/mol
Net charge   -1
E_LUMO   0.12171 hartree
Calculated total energy   -11911.9545 eV

Element x y z (Å)
C (1.85575, 0.97896, -1.71253)
C (0.52617, 1.76850, -1.82765)
O (0.32614, 2.90861, -1.54534)
N (-0.39761, 0.99244, -2.56031)
H (2.43582, 1.54222, -2.44969)
H (1.84355, -0.06628, -1.98611)
H (-1.15027, 1.57442, -2.91111)
H (-0.73598, 0.09276, -2.24222)
H (2.18750, 1.13606, -0.68915)
C (-0.33850, -1.67668, 2.79200)
C (-1.76790, -1.46236, 2.19781)
O (-1.83950, -0.91399, 1.07808)
O (-2.70230, -1.81430, 2.96317)
H (-0.46951, -1.12201, 3.72592)
H (0.39500, -1.21252, 2.14425)
H (-0.16834, -2.72582, 3.02290)